[1]
{"formula": "C6H24N2O5", "method": "ωB97M-V with the def2-TZVPD basis set", "homo_energy_ev": -8.70, "lumo_energy_ev": 0.07, "symbols": ["O", "O", "O", "O", "O", "N", "N", "C", "C", "C", "C", "C", "C", "H", "H", "H", "H", "H", "H", "H", "H", "H", "H", "H", "H", "H", "H", "H", "H", "H", "H", "H", "H", "H", "H", "H", "H"], "xyz": [[0.502669, 2.489953, -2.812294], [-0.629234, 3.183657, 0.415698], [-2.559960, -1.832664, 2.497428], [0.222428, 0.632283, 3.372859], [0.740142, -2.281179, -2.517332], [2.197997, -0.005666, 1.102087], [-0.838300, -1.993838, -0.139903], [2.610433, 1.237410, 0.454811], [1.427272, -0.893403, 0.179405], [-0.117252, -0.751954, 0.252120], [-1.565704, -0.297119, -1.724843], [-1.893021, -1.631535, -1.101778], [-0.665999, 0.385985, -0.628249], [-0.393470, 2.822338, -2.908795], [0.646996, 2.240280, -1.905208], [1.916711, -0.906245, -0.803789], [0.236840, 2.853263, 0.166066], [-0.997302, -0.330983, -2.643276], [0.709386, -2.260897, -1.539149], [-0.310705, -0.481601, 1.300955], [-1.223689, -2.512796, 0.627617], [1.621404, -2.649026, -2.670902], [-2.739047, -1.100302, 1.901410], [0.172975, 0.715999, -1.233753], [1.519601, 0.175920, 1.839301], [1.723163, 1.622833, -0.101765], [2.969142, 1.938439, 1.218308], [-0.651917, 0.827545, 3.747152], [0.814450, 0.374296, 4.064606], [1.756030, -1.921060, 0.489902], [-1.584232, -1.776893, 2.505522], [-0.482605, 3.642992, 1.255784], [-2.454923, 0.307172, -1.884906], [-1.194022, 1.157309, -0.087127], [3.377283, 1.105278, -0.302351], [-2.878868, -1.663665, -0.565094], [-1.984671, -2.422127, -1.820516]], "atomic_forces_ev_per_a": [[0.3585, 0.2141, -0.9247], [-0.1406, 0.4849, 0.4518], [1.0281, 0.2617, -0.0821], [-0.9153, 0.3697, -0.7301], [0.6931, -0.1882, 0.4713], [-0.6244, -0.4419, -0.7743], [0.8467, 1.1359, -0.7588], [-1.2342, 0.0737, 0.1883], [1.6096, -1.6140, 0.9651], [0.1643, 0.0138, 0.3340], [0.1910, 0.7274, 1.4016], [-1.1661, -1.0081, 0.7382], [0.0549, -1.3033, -1.3857], [-0.0245, -0.0450, 0.3559], [-0.2635, 0.0973, 0.3007], [-0.6129, 0.8561, -0.1530], [0.1754, -0.0120, 0.1019], [-0.0293, -0.4523, -0.2041], [-0.6465, -0.2595, -0.5276], [-0.0288, -0.2241, -0.0698], [0.0427, -0.0596, 0.1968], [-0.2101, 0.0733, -0.3071], [-0.5148, 0.1209, -0.1626], [-0.0168, 0.6598, 0.4935], [0.5346, 0.4575, 0.0099], [0.6307, 0.5278, 0.2863], [-0.1720, 0.0090, -0.3393], [0.5734, -0.1692, 0.0847], [0.2675, -0.1799, 0.8554], [-0.9269, 0.4200, 0.1319], [-0.5159, -0.2909, 0.3939], [-0.0230, -0.0903, -0.3005], [-0.1287, -0.0734, -0.1445], [0.1867, 0.0817, 0.0173], [0.2362, -0.3287, 0.1136], [0.5060, 0.5470, -0.3970], [0.0950, -0.3913, -0.6310]]}

[2]
{"formula": "C5H14N2S", "method": "ωB97M-V with the def2-TZVPD basis set", "homo_energy_ev": -8.64, "lumo_energy_ev": 0.88, "symbols": ["S", "N", "N", "C", "C", "C", "C", "C", "H", "H", "H", "H", "H", "H", "H", "H", "H", "H", "H", "H", "H", "H"], "xyz": [[-3.121016, -1.897238, -1.217078], [0.177092, -1.610349, -0.975884], [0.633704, 0.801000, 1.144166], [1.099360, 2.177362, 1.333215], [-0.748235, -0.653650, -0.343596], [-2.008083, -0.479610, -1.184646], [1.788301, -0.086997, 1.173514], [-0.066415, 0.713422, -0.135163], [0.634362, 0.876459, -0.964274], [0.312326, 2.882984, 1.084902], [2.341921, -0.102156, 0.226512], [2.443198, 0.185556, 2.001390], [-2.618850, 0.358946, -0.833553], [-1.706762, -0.182958, -2.191017], [-0.059838, -1.763862, -1.948235], [-1.015277, -1.038648, 0.637139], [0.149883, -2.501607, -0.498833], [1.971230, 2.382789, 0.699982], [1.345322, 2.357439, 2.376819], [1.487091, -1.112551, 1.377569], [-2.211429, -2.796394, -1.618734], [-0.827895, 1.490053, -0.144185]], "atomic_forces_ev_per_a": [[-0.0125, -0.1239, -0.0275], [-0.1037, -0.0206, 0.2552], [0.1363, 0.4812, -0.2114], [-0.1688, -0.2426, 0.0218], [0.2411, 0.1408, -0.2049], [0.0055, 0.5300, -0.0152], [-0.1369, -0.4293, 0.3861], [-0.0827, -0.5537, 0.2806], [-0.0107, 0.1203, -0.2250], [-0.1385, 0.0374, -0.1244], [0.1145, 0.1879, 0.0207], [0.0477, 0.1789, -0.0890], [0.0452, -0.2163, 0.1891], [-0.0359, -0.1628, -0.1842], [0.0663, -0.0105, -0.0068], [-0.1047, 0.0094, 0.1613], [0.0115, -0.0341, -0.1377], [0.0774, 0.1968, -0.0008], [0.2455, -0.1212, 0.0802], [-0.1384, -0.1017, -0.1274], [-0.0373, -0.0083, -0.0211], [-0.0208, 0.1422, -0.0195]]}

[3]
{"formula": "C3H6N2O3", "method": "ωB97M-V with the def2-TZVPD basis set", "homo_energy_ev": -9.88, "lumo_energy_ev": 0.27, "symbols": ["O", "O", "O", "N", "N", "C", "C", "C", "H", "H", "H", "H", "H", "H"], "xyz": [[2.221584, 1.400718, -0.613647], [-2.172792, 1.028541, 0.358971], [1.509199, 1.171179, 1.459479], [0.302644, -1.370482, -0.648208], [-0.031658, 1.289200, -0.280098], [1.302420, 1.202758, 0.144318], [-0.975474, -1.007175, -0.072901], [-1.119739, 0.504473, 0.051210], [-0.160281, 1.855487, -1.111384], [0.880010, -1.884549, 0.008843], [-1.067467, -1.453045, 0.930120], [0.196429, -1.911417, -1.499900], [-1.854985, -1.341337, -0.643511], [0.970115, 0.515653, 1.916703]], "atomic_forces_ev_per_a": [[-0.6739, -0.0107, 0.5823], [0.4884, -0.6858, -0.4763], [0.2196, -0.9500, 0.9063], [0.0121, -0.5959, -0.1346], [0.8231, 0.5600, -0.2558], [0.5939, 0.8442, -2.1908], [0.1707, -0.0989, 0.5973], [-1.6051, 0.3888, 0.8031], [0.1450, -0.0359, 0.2533], [-0.1315, -0.0519, -0.3281], [-0.2695, 0.2191, -0.1798], [0.2145, 0.1296, 0.2231], [0.3297, 0.0496, 0.1139], [-0.3170, 0.2378, 0.0861]]}

[4]
{"formula": "C4H5N", "method": "ωB97M-V with the def2-TZVPD basis set", "homo_energy_ev": -9.28, "lumo_energy_ev": 1.06, "symbols": ["N", "C", "C", "C", "C", "H", "H", "H", "H", "H"], "xyz": [[1.096532, 0.729187, 0.175187], [-1.328325, 0.556207, -0.857632], [-1.727321, 0.157476, 0.353218], [-0.144641, 0.106973, -0.095790], [1.076860, -0.686407, -0.302868], [1.428862, -1.411781, 0.430470], [-2.365716, 0.442336, 1.188208], [-0.712678, -0.399235, 1.002072], [1.333428, 1.406634, -0.552874], [1.342999, -0.901389, -1.339991]], "atomic_forces_ev_per_a": [[-0.0650, 0.0917, -0.1656], [-0.0598, -0.2861, 0.6499], [-0.0357, 0.3962, -0.2127], [0.2741, -0.1316, -0.0078], [-0.0429, -0.1609, -0.0217], [-0.1022, 0.2032, -0.1577], [0.1579, -0.1697, -0.2173], [0.0576, 0.1471, -0.3019], [-0.0950, -0.1990, 0.1660], [-0.0889, 0.1091, 0.2688]]}